DFT (ωB97M-V/def2-TZVPD) results for a cluster of 5 separate species, C21H39Br2F3O10PS in total in a non-equilibrium geometry.

Each atom is followed by the atoms it is bonded to, with distances in Å.
Positions of all 77 atoms, in Å:
1 O -0.67129 -0.41256 -1.83682  P2 1.722, H15 0.985
2 P -0.29778 -1.47673 -0.53559  O1 1.722, O3 1.732, S4 1.973, C5 1.861
3 O -1.46723 -1.34853 0.73584  P2 1.732, H16 0.979
4 S -0.53113 -3.30315 -1.24551  P2 1.973
5 C 1.42138 -1.15906 0.10163  P2 1.861, C6 1.614, H17 1.149
6 C 2.15543 -0.00796 -0.75842  C5 1.614, C7 1.594, H18 1.144, H19 1.126
7 C 1.71988 1.47736 -0.37864  C6 1.594, C8 1.588, H20 1.138, H21 1.144
8 C 1.00255 2.31837 -1.51889  C7 1.588, F9 1.395, Br10 2.005, C11 1.617
9 F 0.99723 1.74540 -2.79062  C8 1.395
10 Br -0.86657 2.73988 -0.92789  C8 2.005
11 C 1.70952 3.76130 -1.69908  C8 1.617, F12 1.398, F13 1.415, Br14 2.000
12 F 1.83370 4.44125 -0.48437  C11 1.398
13 F 2.97983 3.49387 -2.26325  C11 1.415
14 Br 0.71662 4.83974 -3.06025  C11 2.000
15 H -1.61024 -0.14562 -1.70612  O1 0.985
16 H -1.53088 -0.41016 1.00604  O3 0.979
17 H 1.31695 -0.80614 1.18991  C5 1.149
18 H 3.25874 -0.10372 -0.47068  C6 1.144
19 H 2.09755 -0.26939 -1.85222  C6 1.126
20 H 1.04128 1.51752 0.53396  C7 1.138
21 H 2.66089 2.05408 -0.07920  C7 1.144
22 O 4.28238 -3.72754 2.06984  C23 1.209
23 C 3.84369 -4.61340 1.37324  O22 1.209, O24 1.337, C27 1.506
24 O 2.64300 -4.48902 0.79953  C23 1.337, C25 1.435
25 C 2.11870 -5.40620 -0.17149  O24 1.435, C26 1.515, H28 1.094, H29 1.096
26 C 1.46544 -6.59370 0.50543  C25 1.515, H30 1.093, H31 1.093, H32 1.089
27 C 4.59763 -5.90678 1.21135  C23 1.506, H33 1.091, H34 1.091, H35 1.088
28 H 2.89027 -5.69990 -0.89001  C25 1.094
29 H 1.35918 -4.85789 -0.73997  C25 1.096
30 H 2.18217 -7.16509 1.09989  C26 1.093
31 H 1.02042 -7.26290 -0.23545  C26 1.093
32 H 0.68702 -6.25818 1.18857  C26 1.089
33 H 4.39733 -6.54636 2.07173  C27 1.091
34 H 5.66459 -5.68024 1.17066  C27 1.091
35 H 4.36212 -6.44353 0.29472  C27 1.088
36 O -3.57947 -0.55617 -1.95294  C37 1.203
37 C -4.48566 0.09358 -2.40488  O36 1.203, O38 1.347, C41 1.504
38 O -4.43534 1.43879 -2.36356  C37 1.347, C39 1.431
39 C -5.36964 2.30180 -3.01955  O38 1.431, C40 1.515, H42 1.093, H43 1.092
40 C -6.60645 2.51476 -2.17046  C39 1.515, H44 1.092, H45 1.092, H46 1.092
41 C -5.72139 -0.57730 -2.93848  C37 1.504, H47 1.091, H48 1.091, H49 1.088
42 H -5.60500 1.93421 -4.02126  C39 1.093
43 H -4.85804 3.25679 -3.15451  C39 1.092
44 H -7.14112 1.57904 -1.99615  C40 1.092
45 H -7.28903 3.21723 -2.65361  C40 1.092
46 H -6.33102 2.90905 -1.18980  C40 1.092
47 H -6.37858 -0.82916 -2.10533  C41 1.091
48 H -5.42094 -1.49264 -3.44994  C41 1.091
49 H -6.26778 0.01738 -3.66801  C41 1.088
50 O 0.46493 -7.15832 3.24928  C51 1.205
51 C -0.33431 -6.68696 4.01807  O50 1.205, O52 1.342, C55 1.505
52 O -0.96306 -5.54286 3.70696  C51 1.342, C53 1.431
53 C -2.04612 -4.98276 4.45613  O52 1.431, C54 1.515, H56 1.093, H57 1.092
54 C -1.53591 -4.15766 5.61983  C53 1.515, H58 1.092, H59 1.092, H60 1.092
55 C -0.57465 -7.31403 5.36516  C51 1.505, H61 1.091, H62 1.091, H63 1.088
56 H -2.75014 -5.75927 4.76671  C53 1.093
57 H -2.58842 -4.33347 3.76637  C53 1.092
58 H -0.97072 -4.76669 6.32855  C54 1.092
59 H -2.36613 -3.68924 6.15291  C54 1.092
60 H -0.86007 -3.37705 5.26416  C54 1.092
61 H 0.20708 -6.99083 6.05350  C55 1.091
62 H -0.52999 -8.39819 5.25229  C55 1.091
63 H -1.55101 -7.08938 5.78998  C55 1.088
64 O 1.54274 10.86450 0.04300  C65 1.207
65 C 1.85513 10.07455 -0.81391  O64 1.207, O66 1.342, C69 1.505
66 O 2.30008 8.85462 -0.47412  C65 1.342, C67 1.436
67 C 2.53298 7.79086 -1.40975  O66 1.436, C68 1.515, H70 1.092, H71 1.091
68 C 3.90716 7.90778 -2.03650  C67 1.515, H72 1.092, H73 1.092, H74 1.092
69 C 1.83815 10.46709 -2.26639  C65 1.505, H75 1.091, H76 1.091, H77 1.088
70 H 1.73413 7.74131 -2.15272  C67 1.092
71 H 2.47827 6.86346 -0.83759  C67 1.091
72 H 4.01236 8.83283 -2.60756  C68 1.092
73 H 4.09754 7.06591 -2.70518  C68 1.092
74 H 4.67791 7.92467 -1.26260  C68 1.092
75 H 2.75409 11.01113 -2.49961  C69 1.091
76 H 0.97922 11.11773 -2.43637  C69 1.091
77 H 1.72786 9.62786 -2.94998  C69 1.088

Its total charge is -1. The multiplicity is 1. The HOMO-LUMO gap is 4.59 eV. As for the energy: -7763.165790 Ha. The calculation puts the LUMO energy at 1.87 eV.